C3H11N2 | ωB97M-V with the def2-TZVPD basis set

The calculation puts the HOMO-LUMO gap at 11.2 eV. The total energy comes out at -6261.011 eV. The LUMO energy is -3.68 eV. The energy above the lowest of the compared OMol25 structures with the same formula, charge and spin comes out at 59.3 kcal per mole.

Structure (ORCA input):
```
! wB97M-V def2-TZVPD RIJCOSX def2/J DEFGRID3
* xyz 1 1
C 0.461 2.063 -1.113
N 1.439 1.163 -0.838
H 0.741 3.096 -1.278
H -0.586 2.024 -0.831
H 0.785 -0.277 0.150
H 2.234 1.449 -1.448
C -0.862 -0.233 1.609
N 0.130 -0.991 0.696
C -0.360 -1.553 -0.577
H -0.968 0.799 1.107
H -1.837 -0.740 1.672
H -0.438 -0.062 2.467
H 0.718 -1.667 1.225
H -0.727 -0.789 -1.200
H -1.252 -2.244 -0.562
H 0.521 -2.038 -1.079
*
```

Here is what Mulliken gives for the atomic charges, in e: C -0.24; N -0.53; H 0.28; H 0.23; H 0.38; H 0.26; C -0.66; N -0.16; C -0.83; H 0.16; H 0.30; H 0.40; H 0.38; H 0.33; H 0.33; H 0.36



C6H14O | ωB97M-V with the def2-TZVPD basis set

The calculation puts the HOMO-LUMO gap at 10.5 eV. The total energy comes out at -8496.150 eV. As for the SMILES: COCC(C)(C)C. The LUMO energy is 0.92 eV. The energy above the lowest of the compared OMol25 structures with the same formula, charge and spin comes out at 17.1 kcal per mole.

Structure (ORCA input):
```
! wB97M-V def2-TZVPD RIJCOSX def2/J DEFGRID3
* xyz 0 1
C -0.384 2.289 -1.311
O -1.128 1.221 -0.776
C -0.747 0.690 0.482
C 0.077 -0.604 0.354
C 0.440 -1.105 1.756
C -0.774 -1.650 -0.377
C 1.349 -0.318 -0.449
H 0.638 2.022 -1.619
H -0.309 3.136 -0.615
H -0.918 2.607 -2.211
H -1.685 0.458 1.006
H -0.205 1.436 1.088
H 1.052 -0.370 2.294
H 1.018 -2.035 1.699
H -0.456 -1.307 2.356
H -1.148 -1.243 -1.322
H -1.639 -1.948 0.230
H -0.189 -2.552 -0.593
H 1.102 0.245 -1.347
H 1.835 -1.239 -0.781
H 2.072 0.266 0.134
*
```

Here is what Mulliken gives for the atomic charges, in e: C -0.68; O -0.32; C -1.01; C 2.13; C -1.80; C -1.70; C -1.74; H 0.28; H 0.30; H 0.23; H 0.39; H 0.43; H 0.41; H 0.40; H 0.39; H 0.36; H 0.38; H 0.41; H 0.38; H 0.39; H 0.37



C2H3P | ωB97M-V with the def2-TZVPD basis set

The calculation puts the HOMO-LUMO gap at 9.5 eV. The total energy comes out at -11406.950 eV. As for the SMILES: C#CP. The LUMO energy is 0.50 eV. The energy above the lowest of the compared OMol25 structures with the same formula, charge and spin comes out at 41.2 kcal per mole.

Structure (ORCA input):
```
! wB97M-V def2-TZVPD RIJCOSX def2/J DEFGRID3
* xyz 0 1
C -0.417 1.166 1.133
C -0.353 0.199 0.108
P 0.377 -1.304 -0.356
H -0.502 2.142 1.639
H 1.531 -0.717 -1.142
H -0.636 -1.486 -1.381
*
```

Here is what Mulliken gives for the atomic charges, in e: C -0.22; C -0.12; P -0.11; H 0.32; H 0.07; H 0.07



C28H36MoP2Si | ωB97M-V with the def2-TZVPD basis set

The calculation puts the HOMO-LUMO gap (alpha / beta) at 6.1 / 6.1 eV. The total energy comes out at -57911.803 eV. The LUMO energy (alpha / beta) is -6.46 / -6.48 eV. The energy above the lowest of the compared OMol25 structures with the same formula, charge and spin comes out at 75.4 kcal per mole.

Structure (ORCA input):
```
! wB97M-V def2-TZVPD RIJCOSX def2/J DEFGRID3
* xyz 2 3
C -2.091 -2.179 -0.701
C -2.795 -0.966 -0.436
C -2.489 -0.033 -1.508
H -3.506 -0.779 0.379
C -1.562 -0.635 -2.374
C -1.309 -1.945 -1.889
H -0.665 -2.670 -2.366
H -2.101 -3.067 -0.096
H -3.015 0.906 -1.645
H -1.167 -0.202 -3.294
Mo -0.658 -0.536 -0.314
C -1.407 1.858 4.064
H -2.654 1.802 4.002
H -1.177 1.722 5.118
H -1.524 2.951 3.856
Si -0.255 1.822 -0.384
C -0.695 3.074 0.956
C -2.031 3.471 1.166
H -2.849 2.897 0.715
C -2.280 4.667 1.859
H -3.291 5.043 1.959
C -1.221 5.416 2.361
H -1.409 6.371 2.850
C 0.089 4.990 2.194
H 0.911 5.596 2.552
C 0.366 3.800 1.499
H 1.378 3.466 1.284
C -0.088 3.023 -1.745
C -0.703 4.286 -1.712
H -1.043 4.686 -0.753
C -0.999 4.959 -2.886
H -1.523 5.907 -2.846
C -0.620 4.367 -4.083
H -0.943 4.821 -5.009
C 0.174 3.216 -4.107
H 0.564 2.844 -5.039
C 0.473 2.528 -2.931
H 1.051 1.580 -2.921
H -0.454 1.696 3.473
H -2.199 0.963 3.718
C -1.074 -3.261 2.238
P 0.157 -2.322 1.305
C 1.277 -1.647 2.550
C 1.141 -3.772 0.690
C 1.335 -4.927 1.440
C 2.206 -5.918 0.979
C 2.860 -5.774 -0.253
C 2.641 -4.615 -1.025
C 1.799 -3.606 -0.541
P 1.629 -1.991 -1.439
C 1.763 -2.638 -3.136
C 3.297 -1.351 -1.138
H -1.935 -2.636 2.508
H -0.594 -3.648 3.148
H -1.422 -4.108 1.626
H 1.437 -2.427 3.322
H 2.244 -1.377 2.086
H 0.812 -0.746 2.997
H 0.820 -5.061 2.385
H 2.357 -6.816 1.581
H 3.561 -6.545 -0.606
H 3.142 -4.539 -1.994
H 1.348 -3.652 -3.188
H 1.213 -1.987 -3.827
H 2.823 -2.662 -3.415
H 3.599 -1.557 -0.099
H 3.982 -1.863 -1.833
H 3.297 -0.267 -1.328
*
```

Here is what Mulliken gives for the atomic charges, in e: C -1.38; C -0.11; C -0.85; H 0.53; C -0.62; C -0.56; H 1.08; H 0.87; H 0.66; H 0.48; Mo -0.67; C -0.34; H 0.32; H 0.48; H 0.09; Si 0.42; C 0.76; C -0.42; H 0.24; C -0.57; H 0.43; C -0.61; H 0.45; C -0.66; H 0.47; C -0.43; H 0.47; C 0.87; C -0.44; H 0.15; C -0.66; H 0.44; C -0.61; H 0.40; C -0.46; H 0.44; C -0.57; H 0.34; H 0.19; H 0.24; C -1.72; P 1.71; C -0.97; C 0.18; C -0.68; C -0.78; C -0.81; C -0.64; C 0.14; P 1.46; C -1.83; C -1.27; H 0.31; H 0.53; H 0.53; H 0.47; H 0.27; H 0.15; H 0.33; H 0.41; H 0.40; H 0.37; H 0.57; H 0.35; H 0.51; H 0.34; H 0.45; H 0.37



CH40ClO20P | ωB97M-V with the def2-TZVPD basis set

The calculation puts the HOMO-LUMO gap at 7.6 eV. The total energy comes out at -64444.276 eV. The LUMO energy is -0.69 eV.

Structure (ORCA input):
```
! wB97M-V def2-TZVPD RIJCOSX def2/J DEFGRID3
* xyz 0 1
P -1.415 -0.211 0.207
Cl 2.112 -0.594 -0.256
C 0.400 -0.554 -0.024
O 0.071 -1.310 3.805
H 0.421 -0.370 3.674
H 0.554 -1.720 4.594
O -2.672 -3.250 -1.825
H -1.746 -3.292 -1.420
H -2.763 -2.366 -2.310
O -0.232 2.562 1.747
H -1.065 2.538 2.321
H 0.430 1.896 2.124
O -1.370 1.445 -3.128
H -1.318 2.091 -3.904
H -1.146 1.951 -2.281
O -0.265 -3.439 -0.807
H 0.561 -3.165 -1.322
H -0.125 -3.199 0.166
O 4.269 -3.483 -1.699
H 3.793 -2.912 -2.386
H 4.607 -4.317 -2.162
O 3.332 3.294 0.327
H 4.335 3.425 0.326
H 2.994 3.451 1.268
O -5.000 0.624 0.570
H -4.339 1.387 0.639
H -5.389 0.627 -0.365
O -3.475 3.026 0.325
H -3.641 4.021 0.401
H -2.582 2.891 -0.133
O 3.199 -3.923 1.146
H 2.558 -4.674 0.926
H 3.544 -3.538 0.277
O 2.751 -1.836 -3.382
H 2.422 -2.262 -4.238
H 2.113 -1.090 -3.136
O -2.794 2.724 2.924
H -3.362 2.143 3.527
H -3.183 2.685 1.991
O -0.814 3.012 -0.867
H -0.671 2.870 0.125
H -0.696 3.997 -1.064
O 1.886 2.721 -1.771
H 2.404 2.909 -0.922
H 0.904 2.660 -1.534
O 4.957 0.490 2.180
H 4.683 1.019 1.361
H 5.916 0.194 2.057
O -2.929 -0.954 -3.314
H -3.729 -0.875 -3.929
H -2.431 -0.073 -3.332
O -4.975 -1.863 1.848
H -5.091 -0.936 1.459
H -5.147 -2.537 1.112
O 0.471 -3.132 1.723
H 1.474 -3.255 1.773
H 0.204 -2.439 2.411
O 0.987 0.335 -3.410
H 0.005 0.447 -3.191
H 1.491 1.112 -3.002
O 1.272 0.989 3.608
H 2.151 0.504 3.729
H 1.093 1.531 4.443
*
```

Here is what Mulliken gives for the atomic charges, in e: P 0.32; Cl -0.09; C -0.10; O -0.75; H 0.46; H 0.29; O -0.70; H 0.49; H 0.38; O -0.62; H 0.35; H 0.26; O -0.80; H 0.32; H 0.35; O -0.66; H 0.28; H 0.31; O -0.63; H 0.43; H 0.29; O -0.65; H 0.30; H 0.30; O -0.71; H 0.28; H 0.31; O -0.78; H 0.32; H 0.48; O -0.71; H 0.33; H 0.33; O -0.69; H 0.31; H 0.37; O -0.76; H 0.35; H 0.48; O -1.04; H 0.40; H 0.35; O -0.74; H 0.41; H 0.48; O -0.61; H 0.32; H 0.31; O -0.67; H 0.29; H 0.39; O -0.66; H 0.40; H 0.31; O -0.67; H 0.37; H 0.37; O -0.67; H 0.36; H 0.36; O -0.78; H 0.36; H 0.33



C40H52AgAsF6N4O20 | ωB97M-V with the def2-TZVPD basis set

The calculation puts the HOMO-LUMO gap (alpha / beta) at 5.9 / 2.1 eV. The total energy comes out at -170354.524 eV. The LUMO energy (alpha / beta) is -5.22 / -9.07 eV.

Structure (ORCA input):
```
! wB97M-V def2-TZVPD RIJCOSX def2/J DEFGRID3
* xyz 1 2
Ag 3.532 0.367 1.231
As 0.104 -0.540 1.028
F -0.361 1.231 0.782
F -1.049 -0.739 2.396
F 0.687 -2.279 1.255
F 1.382 -0.260 -0.306
F 1.346 0.011 2.221
F -0.967 -1.072 -0.223
C 0.316 2.372 4.370
C 0.143 3.260 3.313
C 0.518 4.572 3.471
C 1.066 5.016 4.697
C 1.161 4.116 5.790
C 0.846 2.746 5.587
N 1.367 6.441 4.892
O 1.755 7.140 3.958
O 1.429 6.900 6.023
H 0.099 1.342 4.127
H -0.296 2.926 2.384
H 0.470 5.263 2.642
H 1.616 4.361 6.738
H 0.928 1.954 6.317
C 2.880 -1.920 -4.424
C 2.463 -2.169 -3.080
C 1.589 -3.292 -2.834
C 1.209 -4.083 -3.938
C 1.674 -3.780 -5.250
C 2.456 -2.706 -5.480
N 0.451 -5.331 -3.713
O 0.719 -6.120 -2.795
O -0.478 -5.468 -4.468
H 3.379 -1.018 -4.746
H 2.610 -1.491 -2.253
H 1.259 -3.531 -1.834
H 1.324 -4.439 -6.032
H 2.636 -2.487 -6.522
C -3.504 1.878 3.906
C -4.203 2.686 4.772
C -5.021 3.550 4.195
C -5.145 3.627 2.825
C -4.448 2.729 1.993
C -3.561 1.917 2.598
N -6.034 4.635 2.145
O -6.382 5.548 2.836
O -6.264 4.485 0.972
H -2.685 1.240 4.203
H -3.996 2.786 5.828
H -5.512 4.257 4.848
H -4.599 2.763 0.924
H -2.905 1.269 2.036
C -3.938 -0.877 5.943
C -2.840 -1.185 5.057
C -2.893 -2.394 4.320
C -4.060 -3.209 4.365
C -5.113 -2.765 5.157
C -5.130 -1.676 6.074
N -4.120 -4.520 3.646
O -4.846 -5.476 4.018
O -3.377 -4.641 2.642
H -3.785 -0.074 6.648
H -1.918 -0.623 5.088
H -2.065 -2.800 3.759
H -5.969 -3.422 5.191
H -5.933 -1.392 6.738
C 4.916 5.757 2.058
C 4.081 4.429 2.103
O 3.150 4.738 1.110
C 2.348 3.800 0.601
O 2.457 2.604 0.783
O 1.602 4.326 -0.483
C 0.681 3.553 -1.195
H 5.052 5.986 1.001
H 5.826 5.855 2.649
H 4.284 6.445 2.619
H 3.707 4.345 3.123
H 4.789 3.682 1.744
H 0.177 4.300 -1.808
H -0.056 3.163 -0.494
H 1.033 2.738 -1.827
C -3.284 -3.567 -0.985
C -2.685 -2.980 -2.293
O -2.841 -3.885 -3.439
C -3.999 -4.065 -4.033
O -5.028 -3.440 -3.765
O -3.858 -5.020 -5.001
C -4.954 -5.302 -5.878
H -4.344 -3.356 -0.845
H -2.665 -3.161 -0.186
H -3.277 -4.646 -0.833
H -1.602 -2.872 -2.250
H -3.127 -2.013 -2.534
H -5.522 -6.107 -5.411
H -4.634 -5.442 -6.910
H -5.517 -4.384 -6.048
C 1.904 3.118 -7.774
C 0.652 2.365 -7.246
O 0.838 2.365 -5.820
C -0.206 1.790 -5.117
O -1.341 1.531 -5.567
O 0.225 1.358 -3.971
C -0.502 0.580 -3.047
H 1.977 2.923 -8.844
H 2.789 2.925 -7.168
H 1.617 4.168 -7.720
H 0.731 1.384 -7.714
H -0.289 2.877 -7.446
H -0.802 -0.305 -3.608
H -1.325 1.095 -2.552
H 0.155 0.252 -2.242
C 8.074 -3.437 -1.582
C 6.968 -2.576 -1.027
O 6.358 -3.088 0.167
C 5.071 -2.784 0.471
O 4.447 -1.788 -0.066
O 4.656 -3.755 1.260
C 3.338 -4.090 1.204
H 7.719 -4.377 -2.006
H 8.818 -3.799 -0.872
H 8.658 -2.960 -2.369
H 6.233 -2.390 -1.810
H 7.396 -1.634 -0.684
H 3.398 -4.977 0.573
H 2.634 -3.384 0.764
H 3.086 -4.478 2.191
*
```

These are the Mulliken partial charges, in e, on atoms 1 to 99: Ag 0.64; As 1.90; F -0.28; F -0.35; F -0.52; F -0.48; F -0.51; F -0.26; C -0.28; C -0.14; C -0.45; C 0.03; C -0.33; C -0.93; N 0.96; O -0.57; O -0.58; H 0.37; H 0.42; H 0.47; H 0.46; H 0.45; C -0.59; C -0.36; C -0.49; C 0.68; C -0.41; C -0.59; N 0.99; O -0.51; O -0.41; H 0.50; H 0.57; H 0.58; H 0.48; H 0.45; C 0.17; C -0.81; C -0.30; C -0.06; C -0.31; C -0.55; N 1.00; O -0.58; O -0.61; H 0.34; H 0.43; H 0.42; H 0.50; H 0.32; C -0.31; C -0.65; C -0.04; C 0.07; C -0.28; C -0.94; N 0.88; O -0.54; O -0.52; H 0.43; H 0.59; H 0.49; H 0.39; H 0.42; C -1.27; C 0.01; O -0.17; C 0.41; O -0.14; O -0.37; C -0.24; H 0.34; H 0.40; H 0.25; H 0.17; H 0.26; H 0.32; H -0.01; H 0.18; C -1.22; C 0.38; O -0.23; C 0.65; O -0.58; O -0.29; C -0.73; H 0.41; H 0.25; H 0.37; H -0.22; H 0.29; H 0.29; H 0.27; H 0.33; C -1.13; C -0.24; O -0.24; C 0.61; O -0.58